(1)
21
Properties=species:S:1:pos:R:3 method="wB97M-V/def2-TZVPD" total_charge=+2 homo_energy_ha=-0.649 gap_ha=0.253
C -0.18 1.42 0.05
C 1.22 -2.52 -0.34
C 0.08 -1.90 -0.23
C -2.31 0.20 -0.15
C -0.22 -0.88 0.75
N 1.19 1.31 0.19
N 2.21 0.81 -0.01
N 3.22 0.27 0.11
N -0.69 2.64 -0.21
N -0.87 0.31 0.21
H 1.42 -3.23 -1.17
H 2.13 -2.01 0.06
H -0.81 -2.19 -0.86
H -2.65 -0.79 -0.13
H -2.86 0.80 0.69
H -2.52 0.70 -1.15
H 0.56 -0.48 1.56
H -1.08 -1.20 1.45
H 3.98 0.42 -0.59
H -0.14 3.50 -0.13
H -1.68 2.85 -0.10

(2)
24
Properties=species:S:1:pos:R:3 method="wB97M-V/def2-TZVPD" total_charge=+1 homo_energy_ha=-0.498 gap_ha=0.376 smiles="O/N=N/OC1=[N+]2CNCN(CN1)C2"
O -4.73 -0.41 0.31
N -3.84 0.33 -0.25
N -2.70 -0.21 -0.30
O -1.78 0.71 -0.84
C -0.65 0.76 -0.18
N -0.32 -0.30 0.61
C -0.01 -1.57 -0.25
N 1.07 -1.26 -1.10
C 2.21 -0.65 -0.29
N 1.85 0.46 0.64
C 1.61 1.70 0.07
N 0.11 1.72 -0.49
C 0.78 -0.02 1.50
H -4.53 -1.36 0.44
H -0.85 -1.89 -0.72
H 0.27 -2.28 0.50
H 0.75 -0.66 -1.86
H 2.43 -1.58 0.10
H 2.94 -0.20 -1.07
H 2.29 1.86 -0.82
H 1.72 2.45 0.69
H -0.18 2.46 -1.05
H 1.10 -0.88 2.20
H 0.45 0.81 2.17

(3)
25
Properties=species:S:1:pos:R:3 method="wB97M-V/def2-TZVPD" total_charge=+1 homo_energy_ha="-0.378 / -0.376" gap_ha="0.097 / 0.092"
C -0.88 -1.88 1.14
C 0.89 -2.70 2.61
C -3.21 0.04 -0.63
C 2.44 2.50 -2.26
C 0.38 -1.75 1.79
N -1.36 -0.89 0.48
N -2.58 1.21 -0.61
N 2.53 3.59 -1.50
N -2.57 -1.03 -0.10
N 1.94 1.37 -1.67
N 1.55 1.36 -0.44
O 0.27 -3.86 2.84
S -4.74 -0.17 -1.30
S 2.88 2.39 -3.87
H -1.41 -2.83 1.23
H 1.83 -2.52 3.11
H 0.92 -0.83 1.68
H -1.72 1.29 -0.10
H -3.06 2.04 -0.92
H 2.25 3.53 -0.53
H 2.92 4.44 -1.88
H -3.06 -1.93 -0.09
H 1.90 0.56 -2.30
H 0.72 -4.40 3.49
H 1.18 0.46 -0.16

(4)
18
Properties=species:S:1:pos:R:3 method="wB97M-V/def2-TZVPD" total_charge=-1 multiplicity=2 s_squared=0.7527 homo_energy_ha="0.037 / -0.120" gap_ha="0.093 / 0.245"
C -1.54 0.88 -0.90
O -1.32 1.97 -1.91
C -0.38 -0.07 -0.88
C 0.99 0.41 -0.23
C 0.85 0.19 1.22
C 0.93 -2.21 1.51
N 0.25 -1.14 1.52
H -1.60 1.25 0.20
H -2.46 0.29 -1.26
H -2.21 2.33 -2.12
H -0.71 -1.04 -0.43
H -0.17 -0.27 -1.98
H 1.74 -0.10 -0.76
H 0.82 1.46 -0.51
H 1.91 0.27 1.51
H 0.34 1.01 1.65
H 0.55 -3.04 2.06
H 2.03 -2.20 1.29

(5)
18
Properties=species:S:1:pos:R:3 method="wB97M-V/def2-TZVPD" total_charge=-1 multiplicity=2 s_squared=0.7695 homo_energy_ha="0.022 / -0.078" gap_ha="0.119 / 0.212"
C -0.50 0.04 -1.78
N -1.25 1.70 0.53
C 0.06 1.18 0.40
C 0.37 0.24 -0.56
C 1.64 -0.49 -0.45
C 2.45 -0.64 0.67
H -1.47 -0.22 -1.42
H -0.59 0.96 -2.33
H -0.07 -0.89 -2.27
H -2.02 0.97 0.40
H -1.41 2.14 1.42
H 0.73 1.57 1.13
H 1.88 -1.05 -1.39
H 2.17 -0.08 1.54
H 3.40 -1.14 0.53
H -0.90 -1.50 0.71
H -2.10 -2.47 1.28
O -1.88 -1.51 0.87

(6)
18
Properties=species:S:1:pos:R:3 method="wB97M-V/def2-TZVPD" total_charge=0 homo_energy_ha=-0.362 gap_ha=0.396 smiles="CCCCNC=O"
C 1.57 1.07 -1.89
C 0.60 0.17 -1.07
C 0.47 0.65 0.39
C -0.07 -0.38 1.37
N -1.53 -0.41 1.40
C -2.23 -1.44 0.80
O -1.70 -2.32 0.17
H 1.83 1.91 -1.23
H 1.17 1.41 -2.83
H 2.51 0.52 -1.96
H -0.34 0.09 -1.61
H 1.01 -0.84 -1.04
H -0.06 1.60 0.23
H 1.48 0.93 0.73
H 0.30 -0.33 2.39
H 0.31 -1.32 0.96
H -2.02 -0.08 2.22
H -3.30 -1.24 0.98

(7)
18
Properties=species:S:1:pos:R:3 method="wB97M-V/def2-TZVPD" total_charge=0 homo_energy_ha=-0.336 gap_ha=0.372 smiles=CN1[C@@H](O)C1(C)C
C 1.73 -0.87 -0.91
N 1.01 0.24 -0.33
C 0.62 0.03 1.01
O 0.93 1.37 1.74
C -0.54 0.14 0.08
C -1.24 1.44 -0.22
C -1.44 -1.06 0.01
H 1.41 -1.03 -1.95
H 1.64 -1.83 -0.38
H 2.79 -0.62 -0.95
H 0.83 -0.90 1.53
H 1.64 1.89 1.33
H -0.54 2.28 -0.24
H -1.70 1.39 -1.22
H -2.03 1.64 0.51
H -1.82 -1.21 -1.01
H -0.96 -1.99 0.34
H -2.31 -0.91 0.65

(8)
18
Properties=species:S:1:pos:R:3 method="wB97M-V/def2-TZVPD" total_charge=0 homo_energy_ha=-0.338 gap_ha=0.374
C -0.38 -1.38 1.62
N -0.25 -0.36 0.64
C -0.87 -0.42 -0.48
C -1.88 -1.48 -0.90
O -0.43 0.47 -1.39
H -0.56 -0.90 2.59
H -1.18 -2.10 1.43
H 0.57 -1.92 1.69
H -2.30 -1.26 -1.87
H -2.69 -1.60 -0.16
H -1.37 -2.46 -0.97
H 0.50 0.64 -1.08
C 2.03 2.29 -0.75
C 1.46 1.99 0.41
H 3.00 1.93 -1.09
H 1.56 2.99 -1.43
H 0.56 2.52 0.72
H 1.81 1.23 1.10

(9)
18
Properties=species:S:1:pos:R:3 method="wB97M-V/def2-TZVPD" total_charge=0 homo_energy_ha=-0.335 gap_ha=0.365 smiles="C=CC[C@H](N)CO"
C -1.87 2.49 0.33
C -1.15 1.56 -0.30
C -0.78 0.17 0.18
C 0.41 -0.39 -0.59
N 0.09 -1.67 -1.24
C 1.59 -0.57 0.44
O 1.49 -1.87 1.00
H -2.10 3.39 -0.22
H -2.34 2.34 1.28
H -0.85 1.67 -1.33
H -1.70 -0.46 0.15
H -0.57 -0.01 1.25
H 0.83 0.15 -1.44
H 0.93 -2.19 -1.48
H -0.41 -2.24 -0.57
H 2.55 -0.48 -0.08
H 1.56 0.21 1.20
H 2.32 -2.10 1.43

(10)
18
Properties=species:S:1:pos:R:3 method="wB97M-V/def2-TZVPD" total_charge=0 homo_energy_ha=-0.341 gap_ha=0.372 smiles="CCN(C=O)CC"
C -0.92 0.46 2.16
C -1.14 -0.01 0.75
N 0.10 -0.35 0.05
C 1.21 -0.89 0.60
O 2.12 -1.39 -0.04
C 0.04 -0.42 -1.43
C 0.85 0.70 -2.08
H -0.49 1.46 2.18
H -0.36 -0.26 2.76
H -1.86 0.48 2.72
H -1.83 -0.86 0.71
H -1.58 0.75 0.11
H 1.24 -0.81 1.69
H 0.43 -1.39 -1.72
H -1.00 -0.30 -1.73
H 0.88 0.53 -3.16
H 0.41 1.65 -1.81
H 1.88 0.66 -1.75

(11)
18
Properties=species:S:1:pos:R:3 method="wB97M-V/def2-TZVPD" total_charge=0 homo_energy_ha=-0.344 gap_ha=0.378 smiles="CC(=O)C[C@@H](C)N"
C -1.98 0.11 1.19
C -1.78 0.55 -0.24
O -2.59 1.22 -0.83
C -0.45 0.23 -0.88
C 0.67 -0.34 -0.01
C 1.79 -0.93 -0.89
N 1.13 0.78 0.83
H -1.15 0.47 1.80
H -1.99 -0.98 1.23
H -2.93 0.49 1.56
H -0.65 -0.43 -1.72
H 0.03 1.22 -1.19
H 0.30 -1.13 0.65
H 2.19 -0.16 -1.55
H 2.60 -1.30 -0.27
H 1.41 -1.74 -1.50
H 1.60 1.49 0.29
H 1.79 0.44 1.52

(12)
18
Properties=species:S:1:pos:R:3 method="wB97M-V/def2-TZVPD" total_charge=0 homo_energy_ha=-0.292 gap_ha=0.324 smiles="CC(C)=C(O)CN"
C -1.12 1.40 1.02
C -0.59 0.29 0.16
C -1.40 -0.98 0.17
C 0.41 0.50 -0.74
O 1.05 1.73 -0.85
C 1.22 -0.59 -1.25
N 1.57 -1.41 0.26
H -0.31 2.04 1.40
H -1.82 2.03 0.47
H -1.66 0.99 1.87
H -2.45 -0.74 0.01
H -1.08 -1.69 -0.58
H -1.30 -1.47 1.14
H 0.45 2.43 -0.57
H 2.10 -0.23 -1.78
H 0.66 -1.37 -1.76
H 2.17 -2.23 0.26
H 2.10 -0.69 0.75

(13)
18
Properties=species:S:1:pos:R:3 method="wB97M-V/def2-TZVPD" total_charge=0 homo_energy_ha=-0.271 gap_ha=0.295 smiles="C=C/C=C/NC.O"
C -0.34 -1.23 3.09
C -0.89 -0.81 1.95
C -0.64 0.38 1.13
C -0.73 0.30 -0.24
N 0.19 0.91 -1.05
C 0.85 2.12 -0.64
H -0.52 -2.24 3.48
H 0.43 -0.68 3.60
H -1.39 -1.62 1.40
H -0.82 1.42 1.48
H -1.21 -0.63 -0.68
H 0.05 0.94 -2.05
H 1.49 1.93 0.24
H 0.19 2.96 -0.41
H 1.40 2.65 -1.44
O 0.92 -1.55 -3.12
H 1.68 -1.23 -2.61
H 0.51 -2.21 -2.55

(14)
18
Properties=species:S:1:pos:R:3 method="wB97M-V/def2-TZVPD" total_charge=0 homo_energy_ha=-0.296 gap_ha=0.327 smiles="C=C(N)/C=C/C.O"
C -2.26 -1.29 -0.77
C -1.27 -0.41 -0.65
N -0.82 0.26 -1.81
C -0.75 0.10 0.66
C -0.45 1.39 0.84
C 0.71 1.91 1.66
H -2.61 -1.73 -1.69
H -2.67 -1.78 0.11
H -0.05 0.90 -1.68
H -1.57 0.85 -2.18
H -0.24 -0.60 1.32
H -1.13 2.19 0.55
H 0.51 2.03 2.73
H 0.91 2.89 1.22
H 1.55 1.24 1.69
O 3.45 -1.74 -0.07
H 3.93 -1.78 -0.90
H 4.08 -1.58 0.64

(15)
18
Properties=species:S:1:pos:R:3 method="wB97M-V/def2-TZVPD" total_charge=0 homo_energy_ha=-0.347 gap_ha=0.388 smiles=C[C@H]1CN1CCO
C -1.25 -2.10 0.46
C -1.08 -0.63 0.12
C -1.02 0.33 1.24
N 0.16 0.12 0.42
C 0.41 1.28 -0.46
C 1.76 1.11 -1.15
O 2.75 0.91 -0.18
H -1.11 -2.75 -0.41
H -2.27 -2.29 0.84
H -0.55 -2.38 1.24
H -1.43 -0.33 -0.86
H -0.92 -0.11 2.23
H -1.50 1.30 1.21
H -0.40 1.46 -1.20
H 0.46 2.17 0.18
H 1.71 0.28 -1.87
H 2.02 2.02 -1.70
H 2.36 0.26 0.43

(16)
18
Properties=species:S:1:pos:R:3 method="wB97M-V/def2-TZVPD" total_charge=0 homo_energy_ha="-0.256 / -0.256" gap_ha="0.280 / 0.280"
C -0.75 -0.82 -1.81
C 0.52 -1.13 -1.02
N 0.74 -0.27 0.17
C 1.92 0.33 0.40
C -0.20 -0.18 1.12
C -0.62 1.14 1.69
O -1.84 1.58 1.07
H -0.93 -1.62 -2.54
H -0.66 0.12 -2.36
H -1.62 -0.77 -1.15
H 0.48 -2.16 -0.64
H 1.42 -1.05 -1.64
H 2.25 0.38 1.42
H 2.47 0.81 -0.39
H -0.88 -1.02 1.23
H -0.86 1.08 2.75
H 0.17 1.89 1.56
H -1.63 1.69 0.13

(17)
18
Properties=species:S:1:pos:R:3 method="wB97M-V/def2-TZVPD" total_charge=0 homo_energy_ha=-0.336 gap_ha=0.368 smiles="CCC(=O)N(C)C"
C 0.84 0.18 -2.05
C -0.44 -0.48 -1.53
C -0.41 -0.98 -0.10
O -0.58 -2.16 0.15
N -0.19 -0.08 0.91
C -0.02 -0.64 2.24
C -0.18 1.35 0.75
H 1.13 1.05 -1.47
H 0.70 0.47 -3.08
H 1.68 -0.51 -2.00
H -1.28 0.22 -1.62
H -0.68 -1.35 -2.13
H 0.29 0.16 2.90
H 0.73 -1.43 2.25
H -0.96 -1.06 2.61
H -0.57 1.81 1.66
H -0.88 1.66 -0.02
H 0.80 1.77 0.52

(18)
18
Properties=species:S:1:pos:R:3 method="wB97M-V/def2-TZVPD" total_charge=0 homo_energy_ha=-0.329 gap_ha=0.366 smiles="CCN[C@H](C)C=O"
C -0.87 -2.40 -0.41
C -1.20 -0.89 -0.50
N -0.48 -0.06 0.46
C 0.50 0.90 -0.13
C 1.72 0.98 0.79
C -0.13 2.27 -0.15
O 0.01 2.97 -1.13
H 0.17 -2.63 -0.16
H -1.38 -2.81 0.47
H -1.18 -2.83 -1.35
H -1.07 -0.57 -1.53
H -2.27 -0.84 -0.25
H -0.01 -0.61 1.15
H 0.75 0.66 -1.16
H 1.46 0.79 1.83
H 2.00 2.04 0.84
H 2.54 0.35 0.46
H -0.56 2.67 0.79

(19)
18
Properties=species:S:1:pos:R:3 method="wB97M-V/def2-TZVPD" total_charge=0 homo_energy_ha=-0.349 gap_ha=0.384 smiles="CCN1C[C@H]1C=O.[H][H]"
C -0.11 0.85 2.08
C 0.82 -0.05 1.28
N 0.21 -0.43 0.01
C 1.12 -0.74 -1.06
C 0.36 0.55 -1.06
C -0.81 0.71 -1.98
O -1.50 -0.21 -2.34
H 0.34 1.11 3.04
H -1.07 0.36 2.26
H -0.30 1.79 1.53
H 1.79 0.45 1.13
H 1.01 -0.98 1.83
H 2.19 -0.67 -0.87
H 0.79 -1.52 -1.74
H 0.92 1.46 -0.84
H -1.00 1.74 -2.35
H -2.54 -2.41 -0.72
H -2.23 -1.99 -0.19

(20)
18
Properties=species:S:1:pos:R:3 method="wB97M-V/def2-TZVPD" total_charge=0 homo_energy_ha=-0.296 gap_ha=0.324 smiles="C=C/C=C/NC.O"
C -0.84 2.35 -1.31
C 0.23 1.59 -1.02
C 0.28 0.82 0.26
C 1.13 -0.22 0.58
N 0.90 -1.27 1.52
C -0.54 -1.61 1.57
H -0.75 3.29 -1.79
H -1.82 2.34 -0.84
H 1.19 1.92 -1.54
H -0.41 0.92 1.17
H 2.16 -0.38 0.01
H 1.66 -1.73 2.11
H -1.13 -0.69 1.80
H -0.86 -2.43 2.31
H -0.93 -1.92 0.66
O -0.16 -1.33 -2.16
H 0.54 -1.16 -1.42
H -0.67 -0.50 -1.91

The relative energy (zero: lowest compared OMol25 entry of this formula, charge and spin) results, record by record, are as follows: 621.9, 552.0, 0.0, 272.4, 168.7, 95.1, 266.3, 211.7, 225.0, 70.7, 78.1, 239.3, 323.6, 271.7, 211.0, 357.2, 53.0, 171.0, 305.0, 388.6 kJ/mol.
The E_tot results, record by record, are as follows: -470.04748, -675.71526, -1396.90505, -326.97119, -327.01066, -327.09512, -327.02992, -327.05072, -327.04566, -327.10440, -327.10161, -327.04021, -327.00811, -327.02786, -327.05099, -326.99529, -327.11115, -327.06623, -327.01519, -326.98333 hartree.